C27H52F6LiO21P as an isolated structure in a non-equilibrium geometry. Source: OMol25; level of theory: wB97M-V/def2-TZVPD.

Each line ends with the Löwdin charge.
Cartesian coordinates (Å):
Li  1.4001  -4.7162  -0.9974  0.82
P  0.7107  -1.9725  -0.4159  0.21
F  -0.6113  -2.8248  -0.0758  -0.13
F  -0.2344  -0.8208  -1.1707  -0.17
F  0.6644  -1.1881  0.9525  -0.12
F  2.0250  -1.2040  -0.9644  -0.15
F  1.6876  -3.0570  0.3494  -0.21
F  0.8506  -2.7912  -1.8477  -0.22
C  1.3323  -1.5340  3.8795  -0.15
C  2.0418  -0.1946  3.8853  -0.12
O  1.5274  0.4573  5.0594  0.04
C  1.1171  -0.5167  5.9481  -0.47
O  0.8361  -0.2790  7.1017  0.16
O  1.0787  -1.7063  5.2391  0.05
H  1.9372  -2.3599  3.5053  0.13
H  0.3718  -1.4545  3.3704  0.12
H  1.9560  0.2961  2.9157  0.09
H  3.0899  -0.4072  4.0958  0.13
C  1.2650  -3.7262  -5.9359  -0.03
C  1.3898  -5.2599  -5.5681  -0.23
O  0.1735  -5.7246  -5.1085  0.02
C  -0.2278  -5.5275  -3.7646  -0.47
O  0.4575  -5.0806  -2.9148  0.07
O  -1.5111  -5.9807  -3.5827  0.02
C  -2.0605  -5.8122  -2.3063  -0.05
H  2.0214  -3.3544  -6.6271  0.07
H  1.1831  -3.0495  -5.0853  0.06
H  0.2887  -3.6395  -6.4127  0.08
H  2.2198  -5.4386  -4.8844  0.11
H  1.7130  -5.8572  -6.4206  0.13
H  -2.9049  -6.4854  -2.1587  0.11
H  -2.4252  -4.7881  -2.2265  0.09
H  -1.3766  -5.9777  -1.4738  0.09
C  -1.8443  1.6201  0.5936  -0.07
C  -2.2757  3.0191  0.8141  -0.22
O  -1.4978  3.7053  1.7989  0.05
C  -1.3084  5.0663  1.8447  -0.49
O  -0.6982  5.5968  2.7634  0.19
O  -1.9794  5.7006  0.8759  0.03
C  -1.9850  7.1350  0.9872  -0.02
H  -2.5788  1.0340  0.0413  0.09
H  -1.7811  1.0055  1.4915  0.09
H  -0.9044  1.5717  0.0438  0.07
H  -3.3322  2.9299  1.0667  0.13
H  -2.2111  3.5508  -0.1352  0.11
H  -2.1044  7.5664  1.9811  0.10
H  -2.7797  7.5751  0.3849  0.10
H  -1.0390  7.5566  0.6476  0.10
C  -5.4194  3.2843  -1.1276  -0.07
C  -4.7419  3.0292  -2.4623  -0.22
O  -3.3684  2.8843  -2.2418  0.00
C  -2.4909  2.5366  -3.1956  -0.50
O  -2.7208  2.3432  -4.3938  0.12
O  -1.3033  2.2695  -2.5477  -0.05
C  -0.2537  1.5927  -3.2082  -0.06
H  -5.2549  2.3832  -0.5368  0.07
H  -6.5062  3.3655  -1.1466  0.08
H  -5.0386  4.1665  -0.6131  0.07
H  -5.0370  3.8470  -3.1197  0.13
H  -5.0719  2.0440  -2.7921  0.12
H  0.0934  2.2550  -4.0013  0.10
H  -0.4799  0.5919  -3.5759  0.09
H  0.6094  1.5119  -2.5475  0.09
C  -7.5320  -1.9369  -2.6735  -0.08
C  -6.8086  -1.4524  -3.8840  -0.25
O  -5.5733  -2.1234  -3.9424  0.02
C  -4.3939  -1.4166  -3.7880  -0.46
O  -4.2475  -0.2042  -4.1174  0.09
O  -3.4996  -2.2959  -3.3063  -0.01
C  -2.2406  -1.8183  -2.9327  -0.06
H  -7.6396  -3.0214  -2.6539  0.08
H  -8.5814  -1.6489  -2.7360  0.08
H  -7.0427  -1.7217  -1.7235  0.08
H  -6.7868  -0.3691  -3.7655  0.12
H  -7.4406  -1.5737  -4.7637  0.13
H  -1.6417  -2.4821  -2.3092  0.06
H  -2.4393  -0.9184  -2.3506  0.10
H  -1.6721  -1.7393  -3.8593  0.11
C  2.4155  2.0677  1.3088  -0.05
C  1.8583  2.9650  2.4346  -0.16
O  2.9698  3.7457  2.9888  0.10
C  2.6875  4.5847  4.0493  -0.44
O  1.5764  5.0057  4.3852  0.32
O  3.8419  4.7614  4.6756  0.08
C  3.7782  5.7009  5.8208  0.04
H  2.8255  2.5817  0.4394  0.09
H  1.5508  1.4457  1.0777  0.08
H  3.3386  1.5590  1.5868  0.06
H  1.2603  2.3753  3.1295  0.12
H  1.1821  3.6446  1.9160  0.11
H  2.8268  5.7005  6.3527  0.10
H  4.0008  6.6805  5.3978  0.11
H  4.5166  5.4246  6.5735  0.11
C  5.0678  -0.5388  1.1320  -0.05
C  4.8010  -1.9917  1.5574  -0.18
O  6.0075  -2.5356  2.1520  0.04
C  6.2021  -2.7359  3.4484  -0.57
O  5.6847  -2.0987  4.3600  0.09
O  7.2318  -3.5833  3.5947  0.00
C  7.7996  -3.8157  4.8950  -0.03
H  5.8282  -0.4496  0.3562  0.09
H  5.1661  0.1106  2.0019  0.08
H  4.1336  -0.3848  0.5920  0.05
H  4.4255  -2.4696  0.6526  0.11
H  3.9778  -2.0439  2.2700  0.10
H  8.8559  -3.5705  4.7849  0.10
H  7.6150  -4.8796  5.0439  0.10
H  7.4302  -3.2958  5.7790  0.09

Summary:
HOMO level (alpha / beta): -12.1276 / -12.1276 eV
<S²>: 0.758
LUMO energy (alpha / beta): -2.65 / -8.96 eV
Gap between HOMO and LUMO (alpha / beta): 9.5 / 3.2 eV
Net charge: +1
F_max: 0.0948 hartree/bohr
2S+1: 2
E: -97634.1710 eV